[1]
This record from the OMol25 dataset describes a 2-piece molecular cluster, C3H12N2S overall at a distorted geometry. The level of theory is ωB97M-V/def2-TZVPD.

Positions of all 18 atoms, in Å:
C -0.948501 -1.473842 -3.188829
S -0.826363 -0.613895 -1.662973
C -1.903324 0.777091 -2.036829
H -0.126719 -2.314010 -3.233526
H -0.860158 -0.867968 -4.111772
H -1.909584 -1.933063 -3.101631
H -2.997721 0.393096 -2.311153
H -1.834883 1.698992 -1.434941
H -1.660083 1.214020 -3.094592
N 1.146972 1.486243 2.303435
C 1.032848 0.103493 2.815715
N 2.227751 -0.825951 2.834573
H 1.959902 1.859852 2.715419
H 0.212521 1.971535 2.358616
H 0.577647 0.043410 3.809165
H 0.159459 -0.270415 2.235499
H 2.663515 -0.894343 1.917019
H 3.086713 -0.354253 3.186804

Cartesian forces, eV/Å:
C 2.428 -1.591 -0.713
S -0.329 1.480 -0.162
C -1.411 0.662 -3.160
H -1.647 1.605 0.301
H -0.176 -0.023 0.749
H -0.858 -0.600 -0.366
H 2.067 0.645 1.252
H -0.188 -1.084 0.578
H 0.163 -1.078 1.568
N -1.191 -1.629 -0.735
C -1.044 -0.666 -0.120
N 0.331 1.939 -0.774
H 0.380 1.611 0.632
H 2.051 -0.329 0.424
H 0.666 0.276 0.398
H 0.981 -0.771 -0.142
H -1.020 -0.454 -0.817
H -1.202 0.009 1.086

- Multiplicity: 2
- Energy relative to the best compared isomer or geometry (same formula, charge and spin): 1.8064 eV
- Net charge: +1
- Electronic energy: -628.80957 Eh
- HOMO level (spin up / spin down): -0.43234 / -0.43025 Ha

Atom charges from the Löwdin analysis, given in e for atoms 1 to 6: atom 1 (C): -0.348, atom 2 (S): 1.107, atom 3 (C): -0.336, atom 4 (H): 0.119, atom 5 (H): 0.086, atom 6 (H): 0.054


[2]
This record from the OMol25 dataset describes C47H42I2N3O7PPbS2 as an isolated structure. The level of theory is ωB97M-V/def2-TZVPD.

Positions of all 105 atoms, in Å:
Pb -0.589758 -1.319242 0.304214
C -1.300392 5.985663 1.566067
O -2.292581 5.467948 2.423376
C -2.506635 4.108394 2.359758
C -3.545055 3.638411 3.186556
C -3.803146 2.284939 3.181687
C -3.092767 1.363199 2.401126
C -3.496770 -0.046528 2.395159
C -4.245349 -0.594907 3.602420
O -3.265652 -0.804712 1.467559
C -1.979631 1.829312 1.600955
O -1.199862 1.091565 0.948977
C -1.751161 3.255301 1.604883
H -1.337970 7.068941 1.670321
H -1.489547 5.711413 0.524165
H -0.304220 5.624978 1.842513
H -4.123460 4.336564 3.776089
H -4.614392 1.924110 3.803261
H -5.198747 -0.086624 3.758541
H -3.635343 -0.472837 4.499439
H -4.429358 -1.652550 3.427507
H -0.917212 3.587349 1.000953
C 5.554710 0.809002 -4.735487
C 5.410204 1.838829 -3.819055
C 4.462059 1.749841 -2.805078
C 3.647877 0.626766 -2.687618
C 3.813479 -0.410366 -3.610754
C 4.747872 -0.318611 -4.628385
P 2.405650 0.327880 -1.361078
C 2.527590 1.920215 -0.451442
C 3.494618 2.001055 0.550674
C 3.694254 3.180443 1.254512
C 2.909238 4.292997 0.979762
C 1.913886 4.207876 0.014985
C 1.719252 3.028090 -0.691154
C 0.834755 0.517028 -2.272084
C 0.743217 1.228721 -3.473411
C -0.488572 1.426553 -4.074845
C -1.634149 0.933475 -3.460974
C -1.534746 0.237754 -2.266454
C -0.304454 -0.013606 -1.646382
H 6.292821 0.879382 -5.525690
H 6.034182 2.722437 -3.891293
H 4.353814 2.567571 -2.102673
H 3.197741 -1.300622 -3.523821
H 4.854001 -1.133799 -5.334219
H 4.087803 1.122724 0.784255
H 4.454864 3.225411 2.025982
H 3.058946 5.216178 1.528595
H 1.282856 5.064827 -0.191603
H 0.930463 2.962418 -1.430614
H 1.638940 1.627781 -3.938583
H -0.556080 1.964564 -5.014343
H -2.605902 1.079532 -3.921597
H -2.450286 -0.131835 -1.813616
I 3.901508 -1.777133 3.576989
C 3.706958 -2.587753 1.676579
C 4.716963 -3.412488 1.175693
C 4.624330 -3.969022 -0.070177
I 6.210190 -5.154498 -0.753933
C 3.468791 -3.751537 -0.865314
C 3.251352 -4.289597 -2.153226
C 2.079760 -4.041974 -2.811012
C 1.088592 -3.263748 -2.187029
N 1.278047 -2.740872 -0.998602
C 2.438647 -2.937824 -0.339357
C 2.557240 -2.242421 0.947966
O 1.691617 -1.402293 1.323080
H 5.589207 -3.600911 1.788113
H 4.020076 -4.902799 -2.606567
H 1.890264 -4.448962 -3.795653
H 0.132968 -3.080218 -2.666598
S -0.249277 -0.598459 4.499288
C 0.325691 0.975662 4.514691
N -0.457941 2.063778 4.457068
C 0.026005 3.424812 4.590747
C 1.416982 3.523813 3.995194
C 2.308448 2.473295 4.633472
N 1.664889 1.183089 4.527758
H -1.450211 1.890987 4.412489
H 0.041277 3.731843 5.645913
H -0.664229 4.079238 4.065545
H 1.829366 4.521319 4.160964
H 1.359934 3.343992 2.919871
H 2.504769 2.736164 5.682663
H 3.270236 2.420005 4.119530
H 2.204027 0.335250 4.589929
C -7.020052 0.910542 -3.212430
C -5.972485 -0.159141 -3.047171
C -5.273002 -0.657057 -4.141296
C -4.290755 -1.626102 -3.979625
C -4.005651 -2.116194 -2.715893
C -4.693333 -1.629432 -1.612742
C -5.665884 -0.657517 -1.783027
S -2.722901 -3.342768 -2.493552
O -3.401919 -4.625998 -2.478698
O -1.831933 -3.152249 -3.631120
O -2.124235 -2.994289 -1.196459
H -7.081315 1.243755 -4.249486
H -6.792774 1.780024 -2.592116
H -8.008075 0.548650 -2.917152
H -5.482210 -0.265602 -5.131994
H -3.715878 -1.986280 -4.823034
H -4.422766 -1.968417 -0.621889
H -6.172965 -0.257671 -0.910799

Cartesian forces, eV/Å:
Pb -0.070 0.039 0.119
C 0.007 -0.001 0.009
O -0.016 0.007 -0.079
C -0.046 0.029 0.120
C 0.042 0.001 -0.005
C 0.037 -0.034 0.005
C 0.055 0.078 0.021
C -0.028 -0.028 0.017
C 0.005 -0.008 -0.017
O -0.042 -0.032 -0.051
C -0.139 0.002 0.026
O 0.148 -0.033 0.001
C 0.042 -0.071 -0.038
H 0.015 -0.002 0.013
H -0.003 0.013 0.003
H 0.021 -0.008 -0.012
H 0.005 0.002 -0.002
H 0.009 0.003 -0.007
H 0.000 -0.006 -0.008
H 0.006 0.017 -0.001
H 0.003 0.004 -0.001
H -0.009 0.001 -0.011
C 0.006 0.010 -0.004
C -0.003 -0.006 0.002
C -0.019 0.005 -0.019
C 0.000 -0.007 -0.002
C 0.026 -0.003 -0.011
C -0.010 -0.003 0.005
P 0.026 0.013 -0.037
C -0.045 -0.023 0.024
C 0.001 0.017 0.040
C 0.031 -0.002 -0.030
C 0.017 0.016 -0.055
C 0.022 0.015 0.024
C -0.003 -0.005 -0.015
C -0.085 0.026 0.069
C 0.022 -0.024 0.024
C 0.001 0.007 -0.023
C -0.022 0.011 -0.030
C 0.047 -0.003 0.024
C 0.049 0.039 -0.084
H -0.001 0.001 0.001
H 0.002 -0.003 -0.006
H 0.006 -0.005 -0.002
H 0.002 0.005 0.005
H 0.003 0.001 -0.001
H -0.001 -0.002 0.000
H 0.005 0.010 -0.017
H -0.006 -0.010 0.004
H -0.008 0.010 0.009
H 0.005 -0.006 -0.001
H -0.005 0.006 -0.005
H 0.005 0.000 0.002
H 0.004 -0.011 0.011
H 0.036 0.031 0.008
I 0.146 0.072 0.188
C -0.014 0.008 -0.126
C 0.075 -0.010 0.069
C -0.018 0.008 -0.005
I 0.025 -0.015 -0.004
C -0.039 0.002 -0.025
C 0.000 0.003 0.011
C -0.022 -0.016 -0.034
C 0.014 -0.015 0.067
N -0.049 0.035 -0.010
C -0.026 -0.032 0.034
C -0.124 0.145 -0.131
O 0.147 -0.180 0.016
H -0.002 0.000 -0.001
H 0.001 0.003 -0.001
H 0.006 0.001 -0.002
H -0.001 0.011 -0.014
S -0.395 0.033 0.138
C 0.419 -0.125 -0.305
N -0.084 0.033 0.315
C -0.005 -0.036 -0.002
C -0.012 -0.026 -0.020
C 0.015 0.025 -0.112
N -0.182 0.044 0.302
H -0.019 -0.004 -0.130
H 0.010 -0.027 0.005
H -0.051 0.034 -0.005
H 0.002 0.004 -0.025
H -0.014 0.002 0.028
H -0.008 -0.008 0.005
H -0.019 -0.011 0.002
H 0.049 0.007 -0.176
C -0.004 0.016 -0.005
C 0.012 -0.004 -0.045
C -0.019 0.008 0.037
C -0.001 -0.030 0.012
C 0.000 -0.026 -0.027
C -0.030 0.057 0.010
C 0.003 -0.010 0.024
S -0.013 -0.040 0.030
O -0.058 0.033 0.012
O 0.039 -0.019 0.073
O 0.084 0.003 -0.244
H 0.001 -0.005 0.003
H -0.002 -0.001 0.000
H 0.003 -0.003 0.002
H -0.005 0.003 0.005
H 0.003 -0.004 0.017
H 0.016 -0.028 0.044
H -0.006 0.002 -0.009

- Multiplicity: 1
- Energy relative to the best compared isomer or geometry (same formula, charge and spin): 0.2287 eV
- Net charge: -2
- Electronic energy: -4433.31006 Eh
- HOMO level: -0.08982 Ha

Atom charges from the Löwdin analysis, given in e for atoms 1 to 6: atom 1 (Pb): 1.457, atom 2 (C): -0.108, atom 3 (O): -0.107, atom 4 (C): -0.329, atom 5 (C): -0.059, atom 6 (C): -0.072


[3]
This record from the OMol25 dataset describes a 2-piece molecular cluster, C5H11NO overall at a distorted geometry. The level of theory is ωB97M-V/def2-TZVPD.

Positions of all 18 atoms, in Å:
C -1.604024 1.475048 1.781830
C -1.244571 0.201681 1.397225
C -1.065036 0.012939 -0.013497
C -0.560075 -1.118086 -0.563771
C -0.766058 -1.328970 -2.053259
N -0.434735 -2.305526 0.190932
H -2.028929 1.572862 2.778682
H -1.186697 2.295026 1.219452
H -1.054321 -0.641586 2.042763
H -1.378542 0.781002 -0.723652
H -1.691982 -1.834062 -2.327510
H -0.782884 -0.326386 -2.526236
H 0.146206 -1.809972 -2.391644
H -0.999313 -2.396162 1.019381
H 0.423373 -2.795646 0.377607
O 4.633945 2.387952 0.115200
H 4.082641 3.108314 -0.239871
H 5.511006 2.721574 -0.083640

Cartesian forces, eV/Å:
C 0.890 -2.767 1.172
C -0.493 2.838 -0.400
C 1.591 -1.017 -0.917
C -2.464 -0.091 0.123
C 1.452 1.469 0.166
N -0.045 -0.689 0.356
H 0.483 0.610 -0.040
H -1.000 0.342 -0.380
H -0.768 0.006 0.372
H 0.050 -0.042 0.479
H 0.260 -0.368 0.296
H -0.011 -0.530 0.085
H -0.224 -0.516 -0.663
H -0.126 0.440 0.009
H 0.403 0.319 -0.657
O -0.374 0.716 -0.360
H 0.012 -0.540 0.278
H 0.364 -0.181 0.083

- Multiplicity: 1
- Energy relative to the best compared isomer or geometry (same formula, charge and spin): 2.8596 eV
- SMILES: C=C/C=C(/C)N.O
- Electronic energy: -327.02626 Eh
- HOMO level: -0.28410 Ha

Atom charges from the Löwdin analysis, given in e for atoms 1 to 6: atom 1 (C): 0.004, atom 2 (C): -0.168, atom 3 (C): -0.124, atom 4 (C): -0.368, atom 5 (C): -0.065, atom 6 (N): 0.061


[4]
This record from the OMol25 dataset describes a 2-piece molecular cluster, C6H14IN2 overall at a distorted geometry. The level of theory is ωB97M-V/def2-TZVPD.

Positions of all 23 atoms, in Å:
C 0.969672 -0.258309 0.299960
C -0.004068 0.670900 0.419639
C 3.262542 -0.421637 0.532946
C 1.952824 -0.734692 1.245195
C -1.110873 0.902591 -0.488363
C -2.724130 -0.910675 -0.344136
N -1.888422 2.162452 -0.347520
N -2.466327 -1.618228 -1.477088
I -4.579796 0.077233 -0.038074
H 0.898821 -0.694901 -0.606787
H -0.087031 1.169923 1.315020
H 3.274159 0.493932 0.036263
H 4.251411 -0.360699 1.180554
H 3.530339 -1.115313 -0.153830
H 1.726845 -0.209879 2.154071
H 1.741481 -1.905398 1.388545
H -0.777077 0.467715 -1.477949
H -2.407255 -1.424968 0.483060
H -2.398216 2.183312 0.543753
H -2.491788 2.182322 -1.134925
H -2.800477 -2.574001 -1.495820
H -2.462101 -1.335319 -2.409580
H -1.193668 2.920560 -0.373578

Cartesian forces, eV/Å:
C -2.841 1.741 0.585
C -0.174 -0.486 0.014
C 2.802 0.539 4.217
C -0.272 -1.924 -0.083
C 0.489 -4.043 -0.604
C 0.977 3.000 -2.453
N 2.367 -0.889 0.257
N 0.071 -1.653 0.841
I -0.116 0.203 0.034
H 0.423 -1.908 -3.123
H -0.052 1.218 2.352
H -0.426 1.746 -0.719
H -2.207 -0.232 -0.671
H 0.375 -2.433 -2.249
H 0.648 0.024 0.822
H 0.782 2.516 -0.129
H -1.335 1.494 0.435
H 0.448 -0.933 2.273
H -0.205 -0.097 -0.276
H -1.196 0.527 -0.696
H 0.348 -0.255 0.545
H -0.368 1.599 -1.323
H -0.541 0.247 -0.048

- Multiplicity: 1
- Energy relative to the best compared isomer or geometry (same formula, charge and spin): 4.1665 eV
- Net charge: +1
- Electronic energy: -643.80748 Eh
- HOMO level (spin up / spin down): -0.42237 / -0.41830 Ha

Atom charges from the Löwdin analysis, given in e for atoms 1 to 6: atom 1 (C): -0.138, atom 2 (C): -0.116, atom 3 (C): -0.094, atom 4 (C): -0.214, atom 5 (C): -0.157, atom 6 (C): -0.680


[5]
This record from the OMol25 dataset describes C3H2O3 in the gas phase at a distorted geometry. The level of theory is ωB97M-V/def2-TZVPD.

Positions of all 8 atoms, in Å:
O -0.605494 -1.485139 1.629166
C -0.546340 -0.564043 0.874365
C 0.149245 -0.525488 -0.641604
O 0.257274 -1.422413 -1.431173
C 0.471502 0.945323 -0.661671
O -0.409462 1.684383 -0.255422
H -0.887104 0.509489 0.973519
H 1.528615 1.249738 -0.648891

Cartesian forces, eV/Å:
O 0.153 0.676 -0.830
C -0.079 -0.472 -0.236
C -0.487 -0.726 0.654
O -0.020 0.832 0.691
C -0.101 0.429 0.334
O 0.803 0.376 -1.209
H -0.374 -1.242 1.043
H 0.105 0.126 -0.447

- Multiplicity: 1
- Energy relative to the best compared isomer or geometry (same formula, charge and spin): 2.5373 eV
- SMILES: O=CC(=O)C=O
- Electronic energy: -341.14356 Eh
- HOMO level: -0.34766 Ha

Atom charges from the Löwdin analysis, given in e for atoms 1 to 6: atom 1 (O): 0.117, atom 2 (C): -0.133, atom 3 (C): -0.249, atom 4 (O): 0.145, atom 5 (C): -0.167, atom 6 (O): 0.037


[6]
This record from the OMol25 dataset describes C2H6N4 as an isolated structure at a distorted geometry. The level of theory is ωB97M-V/def2-TZVPD.

Positions of all 12 atoms, in Å:
C 1.096078 -0.564282 -0.687043
C 0.085947 0.167359 -0.963035
N 1.675417 -0.375792 0.537051
N 0.449872 0.838023 1.134193
N -0.447094 0.900198 0.116319
N -1.859687 0.588025 0.176663
H 1.326555 -1.433168 -1.307375
H -0.378247 0.230941 -1.878481
H 1.915992 -1.151942 1.105716
H 0.255454 0.569041 2.113897
H -1.980966 -0.397620 0.432322
H -2.139322 0.629217 -0.780228

Cartesian forces, eV/Å:
C 2.820 -3.289 1.093
C -1.320 2.445 0.239
N -1.159 2.159 0.156
N 2.475 -0.448 0.044
N -0.531 0.173 -0.927
N -0.062 -0.551 2.180
H 0.416 0.431 0.096
H -1.079 0.112 -1.744
H -0.121 -1.243 0.397
H -1.208 -0.055 -0.889
H 0.118 -0.055 0.001
H -0.349 0.322 -0.647

- Multiplicity: 1
- Energy relative to the best compared isomer or geometry (same formula, charge and spin): 6.0344 eV
- Electronic energy: -298.62714 Eh
- HOMO level: -0.27796 Ha

Atom charges from the Löwdin analysis, given in e for atoms 1 to 6: atom 1 (C): -0.234, atom 2 (C): -0.162, atom 3 (N): 0.059, atom 4 (N): 0.075, atom 5 (N): -0.266, atom 6 (N): 0.048